No. 1
{"formula": "C33H114B7N6O10SnZn", "method": "ωB97M-V with the def2-TZVPD basis set", "orbital_gap_ev": 4.45, "charge": -3, "total_energy_ev": -124439.923, "e_homo_ha": 0.0167, "symbols": ["Sn", "Zn", "B", "H", "H", "H", "H", "B", "H", "H", "H", "H", "B", "H", "H", "H", "H", "B", "H", "H", "H", "H", "B", "H", "H", "H", "H", "B", "H", "H", "H", "H", "B", "H", "H", "H", "H", "C", "O", "C", "C", "N", "C", "C", "O", "C", "H", "H", "H", "H", "H", "H", "H", "H", "H", "H", "H", "H", "H", "H", "H", "C", "O", "C", "C", "N", "C", "C", "O", "C", "H", "H", "H", "H", "H", "H", "H", "H", "H", "H", "H", "H", "H", "H", "H", "C", "O", "C", "C", "N", "C", "C", "O", "C", "H", "H", "H", "H", "H", "H", "H", "H", "H", "H", "H", "H", "H", "H", "H", "C", "C", "C", "O", "C", "N", "H", "H", "H", "H", "H", "H", "H", "H", "H", "H", "H", "C", "C", "C", "O", "C", "N", "H", "H", "H", "H", "H", "H", "H", "H", "H", "H", "H", "C", "C", "C", "O", "C", "N", "H", "H", "H", "H", "H", "H", "H", "H", "H", "H", "H", "C", "C", "C", "O", "H", "H", "H", "H", "H", "H", "H", "H"], "xyz": [[0.610600, 0.539676, -0.253254], [-2.994092, -0.601626, -3.109736], [-4.425784, 0.021121, -1.754992], [-4.678883, -0.038403, -2.802204], [-3.631895, 0.751850, -1.751074], [-5.306267, 0.327665, -1.211825], [-4.063720, -0.948672, -1.450618], [-1.369688, 3.021572, -0.728192], [-2.186447, 2.371200, -1.000517], [-1.766870, 4.024810, -0.723631], [-0.939026, 2.713383, 0.211903], [-0.624288, 2.964624, -1.506248], [-2.234849, 1.136318, -4.031564], [-1.693431, 0.291418, -4.428127], [-1.815512, 2.029903, -4.467343], [-3.279742, 0.989675, -4.257275], [-2.001743, 1.123749, -2.978123], [1.060906, -4.767515, -1.047443], [1.152620, -3.791982, -1.499281], [0.265491, -5.350063, -1.485848], [2.000984, -5.283236, -1.168031], [0.892617, -4.638625, 0.010534], [-1.852611, -0.018097, 1.734818], [-1.648586, 0.887189, 2.285327], [-2.672892, -0.542027, 2.200512], [-2.094154, 0.199222, 0.705901], [-0.968931, -0.637056, 1.750833], [2.479659, -2.094612, 0.526665], [2.415242, -1.078263, 0.883238], [2.464299, -2.179131, -0.548907], [3.431007, -2.501207, 0.833019], [1.729011, -2.720673, 0.983632], [-1.306061, -1.409419, -1.954246], [-2.187468, -2.031168, -1.926032], [-1.566570, -0.459817, -1.513094], [-0.463318, -1.782932, -1.393434], [-1.046162, -1.254043, -2.989882], [6.507698, -0.684119, -4.261536], [6.046897, 0.709769, -4.384226], [6.569028, 1.323130, -5.465863], [6.250580, 2.849548, -5.414579], [4.885246, 3.290625, -5.002748], [3.930760, 3.031597, -6.099936], [2.633066, 3.839972, -5.995087], [1.861630, 3.368980, -4.940892], [0.564720, 3.987545, -4.820886], [7.584970, -0.820003, -4.166067], [6.210705, -1.271654, -5.130260], [5.951971, -1.129938, -3.436600], [6.090708, 0.897307, -6.347896], [7.648647, 1.179199, -5.423257], [6.498752, 3.241810, -6.400799], [6.974104, 3.292631, -4.730266], [4.573473, 2.798074, -4.177949], [3.610371, 1.991749, -6.035398], [4.428577, 3.104660, -7.066869], [2.092379, 3.817652, -6.941270], [2.906794, 4.862834, -5.736394], [-0.063183, 3.773687, -5.685814], [0.587519, 5.050528, -4.580780], [0.082544, 3.485365, -3.982183], [-1.449183, 4.147213, 2.853234], [-2.730814, 3.476315, 3.245373], [-2.873186, 3.061429, 4.593460], [-4.236817, 2.403157, 4.809927], [-4.382597, 1.224464, 3.994587], [-5.573891, 0.519645, 4.409028], [-5.358135, -0.273524, 5.726862], [-6.593463, -0.874646, 6.090319], [-6.602658, -1.752797, 7.188850], [-0.472057, 3.754202, 3.134085], [-1.388397, 5.199116, 3.132352], [-1.403340, 4.111118, 1.764796], [-2.755546, 4.003458, 5.129031], [-2.037193, 2.409821, 4.847689], [-4.957514, 3.217361, 4.734081], [-4.374167, 2.126633, 5.855277], [-3.547959, 0.675730, 4.144169], [-5.836251, -0.195627, 3.629518], [-6.424179, 1.195002, 4.503911], [-5.042364, 0.289927, 6.604886], [-4.672698, -1.113669, 5.615371], [-5.914077, -2.592744, 7.096907], [-7.525923, -2.321737, 7.298411], [-6.345393, -1.262769, 8.127879], [-2.138130, -3.456648, 0.790125], [-2.465679, -4.263974, -0.277030], [-3.754155, -4.213981, -0.863045], [-3.837894, -5.018227, -2.183250], [-2.901526, -4.575176, -3.217727], [-2.483043, -5.585553, -4.124949], [-1.233074, -5.177212, -4.925164], [-0.226339, -4.754478, -4.049385], [0.710748, -3.962833, -4.790872], [-1.107927, -3.727352, 1.021423], [-2.663121, -3.625286, 1.730366], [-2.244151, -2.383782, 0.629451], [-3.918164, -3.173939, -1.145009], [-4.586177, -4.575656, -0.258872], [-4.806620, -4.992700, -2.682255], [-3.742741, -6.090555, -2.012509], [-3.242115, -3.760356, -3.707800], [-3.306600, -5.829294, -4.796091], [-2.286490, -6.531916, -3.621101], [-1.555271, -4.438054, -5.658611], [-0.911342, -6.061786, -5.474803], [1.455058, -3.704074, -4.037774], [0.303962, -3.170952, -5.419812], [1.199669, -4.628463, -5.502190], [0.062389, -1.854753, 4.769713], [-1.362872, -1.641477, 5.338094], [-1.321981, -1.564138, 6.933252], [-0.879026, -2.752910, 7.509038], [-1.742839, -3.855536, 7.352124], [-1.872806, -0.410398, 4.764023], [0.080226, -1.854145, 3.679856], [0.336598, -2.830950, 5.169665], [0.788606, -1.081284, 5.019625], [-2.023494, -2.456026, 5.041106], [-2.334766, -1.342882, 7.270012], [-0.581150, -0.802384, 7.176150], [-2.791842, -3.719125, 7.614960], [-1.403331, -4.512856, 8.152591], [-1.590578, -4.448649, 6.450385], [-1.113149, 0.222083, 4.971381], [-1.951345, -0.497031, 3.760817], [1.427731, -0.626270, -5.079708], [1.640454, -0.270173, -3.612115], [3.108438, -0.091499, -3.228762], [3.186226, 0.175640, -1.822987], [4.558610, 0.161636, -1.335202], [0.893055, 0.944217, -3.368634], [2.049244, -1.459938, -5.406521], [1.804253, 0.080091, -5.819565], [0.403712, -0.773957, -5.422742], [1.214190, -1.003502, -2.927542], [3.582145, 0.658975, -3.861605], [3.677091, -0.998464, -3.434107], [5.201746, 0.935012, -1.755144], [5.059383, -0.805085, -1.387804], [4.595393, 0.468278, -0.289872], [-0.052694, 0.720898, -3.643958], [1.199576, 1.691735, -3.974743], [3.386261, 0.999011, 3.124450], [1.940852, 0.951406, 3.602309], [1.769062, 1.655221, 5.039698], [0.409342, 1.629999, 5.399754], [0.058248, 2.179596, 6.656155], [1.093920, 1.633616, 2.683700], [4.021331, 0.404808, 3.781505], [3.950260, 1.930571, 3.171481], [3.411832, 0.557773, 2.128083], [1.651083, -0.099297, 3.590554], [2.064270, 2.702483, 4.974915], [2.509530, 1.183352, 5.685581], [0.390665, 3.215505, 6.723172], [0.482336, 1.553044, 7.440803], [-1.025605, 2.238093, 6.755889], [0.184812, 1.714308, 3.116253], [1.385986, 2.596332, 2.772959], [2.261913, 4.856691, -1.390456], [2.923358, 3.521708, -0.929745], [4.300540, 3.851588, -0.472274], [2.140106, 3.235993, 0.227906], [2.456797, 5.764957, -0.820230], [1.173940, 4.810296, -1.438104], [2.492311, 5.104520, -2.426594], [2.884733, 2.719133, -1.666284], [4.301945, 4.664154, 0.254246], [5.005337, 4.077486, -1.272480], [4.623704, 2.944699, 0.038820], [2.031468, 4.017235, 0.775124]], "forces_ev_per_angstrom": [[-1.284, -0.414, 0.477], [1.131, 0.459, 1.306], [-0.237, 0.032, 1.187], [-2.008, -0.335, -4.960], [2.556, 2.670, 0.724], [-3.156, 0.922, 1.743], [1.095, -3.655, 1.727], [0.002, -0.424, -0.280], [-2.932, -2.546, -0.852], [-1.321, 4.257, 0.408], [1.823, -1.200, 4.079], [3.299, -0.240, -3.326], [0.198, 0.472, -0.417], [2.302, -3.428, -2.244], [1.217, 3.172, -1.766], [-4.233, -0.047, -1.027], [0.587, 0.481, 3.596], [-0.319, -0.245, -0.116], [0.164, 3.785, -1.986], [-3.246, -2.404, -1.836], [4.202, -2.363, -0.584], [-0.741, 0.462, 4.230], [0.357, 0.530, -0.409], [0.746, 3.674, 2.128], [-3.204, -2.278, 1.593], [-1.057, 1.003, -3.920], [3.965, -2.769, 0.229], [-0.512, -0.304, -0.290], [-0.373, 5.057, 1.600], [-0.349, 0.013, -4.123], [4.166, -1.292, 1.446], [-3.001, -1.996, 1.665], [0.379, 0.320, -0.033], [-3.268, -2.917, 0.585], [-1.016, 3.883, 1.624], [2.965, -2.072, 1.766], [1.543, 0.546, -4.171], [-1.393, 0.746, -0.181], [0.028, -2.643, 2.379], [-0.348, 1.507, -0.934], [-0.065, -0.351, 0.928], [0.967, 0.000, -1.694], [-0.717, -0.800, 0.917], [1.057, 0.552, 0.155], [-0.777, -0.063, 0.262], [0.145, -0.935, 0.554], [0.152, 0.551, 0.279], [-0.133, 0.195, -0.410], [0.355, 0.272, 0.143], [0.391, -0.181, -0.655], [0.408, 0.163, -0.772], [-0.244, 0.224, -0.074], [-0.048, 0.097, 0.219], [0.123, -0.156, 0.171], [-0.147, -0.409, -0.187], [-0.055, 0.549, -0.006], [-0.171, -0.048, -0.235], [0.094, 0.514, -0.413], [0.141, 0.156, -0.301], [0.377, 0.175, -0.229], [-0.021, 0.061, 0.106], [-1.448, -0.473, -0.351], [1.853, 0.685, -1.016], [0.754, 0.667, -0.697], [1.206, 0.674, 0.353], [-1.181, 1.272, 0.084], [0.700, -1.107, 0.326], [-0.597, -0.819, 0.282], [-1.755, -0.566, 0.214], [0.719, -0.280, -0.271], [-0.389, -0.924, 0.795], [-0.611, 0.288, 0.442], [-0.474, -0.154, -0.041], [-0.241, 0.001, 1.080], [-0.054, -0.319, 0.115], [-0.612, -0.246, -1.029], [0.574, 0.140, 0.745], [0.138, -0.430, -0.256], [-0.079, -0.177, 0.053], [0.047, 0.161, 0.150], [0.377, 0.536, -0.171], [0.593, 0.264, -0.438], [0.786, 0.056, -0.364], [-0.597, 0.773, -0.235], [-0.111, 0.279, 0.226], [0.635, 0.714, 0.944], [-1.328, -1.966, -1.293], [0.775, 0.735, -0.974], [0.655, 0.158, -0.472], [0.377, -0.161, 1.173], [0.418, -0.180, -0.224], [-0.885, -0.649, 1.041], [-0.436, 1.117, -1.705], [0.398, -1.645, 0.954], [0.230, 0.400, -0.284], [-0.819, -0.538, 0.191], [0.140, 0.062, -0.470], [-0.502, 0.285, 0.192], [-0.041, 0.018, 0.680], [-0.998, 0.461, 0.711], [0.716, -0.071, 0.213], [0.003, 0.039, 0.117], [-0.219, -0.294, -0.931], [0.238, 0.225, 0.499], [0.251, 0.575, -0.159], [0.199, -0.288, -0.445], [-0.121, 0.648, -0.122], [-0.401, 0.390, 0.620], [0.391, -0.314, -0.377], [-0.764, -1.147, 0.436], [0.995, 0.648, 0.209], [-0.250, 0.068, -2.719], [-0.129, -0.492, 0.258], [1.023, -0.990, 1.294], [-0.421, 0.112, 1.957], [-0.355, -0.373, -0.082], [0.862, -0.063, -0.286], [-0.257, -0.033, 0.753], [0.059, -0.229, -0.007], [-0.118, 0.428, 0.239], [-0.226, 0.183, 0.301], [-0.244, 0.710, -0.532], [0.056, -0.383, 0.094], [-0.259, 0.491, -0.445], [-0.119, 0.694, -0.536], [0.136, 0.017, -0.580], [1.234, -0.870, -1.080], [0.065, 0.435, -0.416], [-0.370, -0.567, 0.281], [1.717, 0.560, -0.231], [-0.776, 0.518, 0.473], [-0.066, 0.199, 1.150], [-0.276, -0.813, 0.311], [0.141, 1.140, 0.463], [-0.139, -0.247, 0.693], [0.085, -0.531, -0.307], [0.048, 0.667, 0.187], [-0.135, -0.436, 0.005], [-0.127, 0.074, -0.999], [-0.407, -0.240, -0.223], [-0.765, -0.451, 0.235], [-0.465, 0.357, 0.309], [0.208, 0.033, -0.032], [0.515, -0.553, 0.585], [0.546, 0.870, 1.454], [0.546, -0.822, -1.609], [-0.369, -0.449, 0.326], [0.354, -0.037, -0.495], [-0.496, 0.807, -0.579], [-0.136, -0.652, 0.003], [-0.699, 0.735, -0.361], [0.173, 0.059, -0.012], [-0.012, 0.095, 0.392], [0.276, 0.348, -0.324], [-0.441, -0.374, 0.869], [0.422, 0.167, 0.182], [0.026, 0.181, 0.346], [-0.003, -0.447, -0.214], [-0.814, -0.699, -0.404], [0.338, 0.565, -0.762], [-0.633, -0.243, -2.118], [-1.690, 3.872, 0.810], [1.114, -1.100, 0.285], [0.215, -2.183, 0.250], [0.625, -0.293, 0.536], [-0.165, -0.644, 0.307], [0.505, 0.066, -0.235], [-0.366, -0.070, 0.245], [-0.097, 0.092, -0.056], [-0.042, 0.048, -0.137], [0.558, 0.046, 0.163], [-0.042, 0.132, -0.287]]}



No. 2
{"formula": "C4H12", "method": "ωB97M-V with the def2-TZVPD basis set", "orbital_gap_ev": 12.62, "de_lowest_kcal_mol": 10.48, "total_energy_ev": -4342.074, "e_homo_ha": -0.4201, "smiles": "CC.CC", "symbols": ["C", "C", "H", "H", "H", "H", "H", "H", "C", "C", "H", "H", "H", "H", "H", "H"], "xyz": [[0.544254, -1.433304, 0.135380], [0.911215, -2.362562, 1.300729], [0.775542, -1.787983, -0.867583], [-0.525065, -1.247394, 0.123328], [1.064035, -0.482608, 0.220702], [1.769953, -2.050680, 1.886273], [1.118580, -3.364666, 0.917273], [0.121781, -2.467140, 2.055233], [-1.221895, 1.358493, -0.440173], [-0.209191, 2.428520, -1.013815], [-1.810931, 1.932618, 0.281917], [-1.833412, 0.933788, -1.221686], [-0.706207, 0.585111, 0.097917], [0.046122, 2.159158, -2.033354], [0.687646, 2.416597, -0.402101], [-0.732420, 3.382050, -1.040041]], "forces_ev_per_angstrom": [[-0.011, 0.118, 0.307], [-0.124, -0.615, -0.096], [0.248, -0.431, 0.136], [-0.008, -0.013, 0.056], [-0.103, 0.175, 0.087], [0.327, 0.185, -0.264], [0.017, -0.004, 0.214], [-0.105, 0.104, -0.390], [0.777, 1.832, 0.148], [-1.099, -1.424, 0.033], [-0.375, -0.519, -0.085], [-0.320, -0.078, -0.074], [-0.008, -0.069, -0.011], [0.282, 0.071, -0.137], [0.062, 0.467, -0.008], [0.440, 0.200, 0.084]]}